Entry 1:
The following is a DFT calculation (the ωB97M-V functional and the def2-TZVPD basis) of C22H34CeClF5N3O4 as an isolated structure.

```
70
C22H34CeClF5N3O4 | the Open Molecules 2025 dataset | the ωB97M-V functional and the def2-TZVPD basis
O 0.573 -0.080 -1.539
C -0.317 0.058 -2.552
C -0.112 1.404 -3.273
C 0.586 2.452 -2.681
H 0.990 2.314 -1.681
C 0.766 3.655 -3.367
H 1.316 4.455 -2.879
C 0.245 3.807 -4.653
H 0.380 4.748 -5.187
C -0.439 2.742 -5.249
H -0.841 2.843 -6.253
C -0.609 1.542 -4.565
H -1.131 0.691 -5.008
H -0.200 -0.736 -3.322
C -2.288 -1.636 -1.961
C -1.797 -0.210 -1.930
H -3.221 -1.713 -2.551
H -2.506 -2.034 -0.948
H -1.545 -2.290 -2.441
C -2.611 0.849 -1.758
C -4.102 0.797 -1.692
H -2.208 1.865 -1.777
H -4.555 1.207 -2.614
H -4.477 1.415 -0.864
H -4.505 -0.217 -1.560
Ce -0.600 -0.371 0.609
Cl -3.130 -0.384 1.345
C -1.086 0.045 3.824
O -0.417 -0.644 2.993
N -1.177 -0.206 5.121
C -0.572 -1.373 5.756
C -2.079 0.574 5.960
H -1.661 0.921 3.491
H 0.078 -1.904 5.057
H -1.364 -2.040 6.125
H 0.005 -1.027 6.624
H -2.383 1.467 5.412
H -1.565 0.861 6.883
H -2.969 -0.013 6.216
H 5.159 1.558 -1.318
H 5.129 1.780 1.048
C 4.063 1.505 -1.357
C 4.039 1.703 1.120
N 3.553 1.032 -0.077
H 3.747 0.818 -2.151
C 2.668 0.034 -0.018
O 1.884 -0.165 0.955
H 3.755 1.135 2.006
H 2.623 -0.605 -0.917
H 3.681 2.515 -1.582
H 3.638 2.721 1.177
H -0.030 -5.977 1.091
H 2.104 -6.109 -0.570
C -0.474 -5.463 0.230
C 1.539 -5.438 -1.231
N 0.545 -4.687 -0.476
H -1.282 -4.810 0.560
C 0.617 -3.369 -0.385
O -0.251 -2.667 0.222
H 2.228 -4.734 -1.716
H 1.476 -2.884 -0.879
H -0.856 -6.228 -0.453
H 1.044 -6.051 -1.995
F -1.153 2.922 0.596
C -0.070 2.324 1.206
F 1.031 2.620 0.399
C 0.209 3.004 2.530
F -0.913 3.053 3.298
F 1.184 2.346 3.217
F 0.636 4.280 2.356
```

Output
charge = 0
largest force on an atom = 2.82 eV/Å
LUMO (spin up / spin down) = 0.099 / 0.099 eV
energy = -2758.6961 Ha
energy above the lowest of the compared OMol25 structures with the same formula, charge and spin = 0.00 kcal per mole
2S+1 = 2

Entry 2:
The following is a DFT calculation (the ωB97M-V functional and the def2-TZVPD basis) of a 2-piece molecular cluster, C9H14 overall.

```
23
C9H14 | the Open Molecules 2025 dataset | the ωB97M-V functional and the def2-TZVPD basis
C -0.958 -0.284 2.401
C -0.615 0.351 1.029
C -1.667 0.916 0.228
C -1.381 1.574 -0.936
C -0.038 1.662 -1.388
C 0.962 1.175 -0.568
C 0.663 0.478 0.619
H -1.993 0.023 2.674
H -0.420 0.002 3.222
H -0.935 -1.413 2.422
H -2.623 0.861 0.674
H -2.217 1.942 -1.531
H 0.330 2.325 -2.199
H 1.991 1.236 -0.847
H 1.568 0.382 1.221
C 0.582 -2.435 -1.042
C 1.966 -2.036 -0.477
H -0.156 -3.037 -0.455
H 0.093 -1.475 -1.380
H 0.612 -3.061 -2.030
H 1.948 -0.997 -0.250
H 1.922 -2.795 0.384
H 2.798 -2.406 -1.102
```

Output
charge = 0
largest force on an atom = 4.46 eV/Å
LUMO = 1.036 eV
energy = -351.2711 Ha
energy above the lowest of the compared OMol25 structures with the same formula, charge and spin = 37.08 kcal per mole
SMILES = Cc1ccccc1.CC

Entry 3:
The following is a DFT calculation (the ωB97M-V functional and the def2-TZVPD basis) of C5H6O2 as an isolated structure.

```
13
C5H6O2 | the Open Molecules 2025 dataset | the ωB97M-V functional and the def2-TZVPD basis
C -1.706 0.632 -0.184
C -0.374 0.428 0.512
O -0.272 -0.569 1.326
C 0.821 0.339 -1.039
O 0.572 1.090 -1.922
C 1.751 -0.609 -0.621
C 1.851 -1.424 0.352
H -2.358 1.188 0.502
H -2.177 -0.330 -0.401
H -1.598 1.220 -1.098
H 0.112 1.365 0.841
H 0.818 -1.152 1.073
H 2.562 -2.177 0.659
```

Output
charge = 0
largest force on an atom = 0.81 eV/Å
LUMO = -0.435 eV
energy = -344.4447 Ha
energy above the lowest of the compared OMol25 structures with the same formula, charge and spin = 98.68 kcal per mole

Entry 4:
The following is a DFT calculation (the ωB97M-V functional and the def2-TZVPD basis) of a 4-piece molecular cluster, C31H56IN4O4 overall.

```
96
C31H56IN4O4 | the Open Molecules 2025 dataset | the ωB97M-V functional and the def2-TZVPD basis
C 1.950 -2.472 3.592
C 1.148 -1.614 2.664
N 0.441 -0.624 3.019
C 1.199 -1.906 1.193
C -0.184 -1.952 0.511
C -0.114 -2.756 -0.803
C 0.545 -2.032 -1.994
C 2.041 -2.325 -2.184
C 2.925 -1.318 -1.497
C 2.662 0.044 -1.576
C 3.462 0.959 -0.888
C 4.538 0.532 -0.111
C 4.813 -0.828 -0.049
C 4.009 -1.747 -0.731
C -1.292 -2.557 1.362
N -2.614 -2.328 0.751
C -2.926 -0.891 0.627
C -3.073 -0.186 2.001
C -4.326 0.694 2.170
O -4.875 0.280 3.427
C -3.991 2.201 2.285
N -4.856 3.015 1.405
C -1.881 -0.338 -0.319
I -2.198 1.678 -0.926
N -0.538 -0.512 0.272
H 1.411 -3.403 3.762
H 2.177 -1.969 4.523
H 2.880 -2.755 3.102
H 0.471 -0.478 4.025
H 1.750 -1.065 0.767
H 1.799 -2.775 0.962
H 0.490 -3.627 -0.567
H -1.087 -3.147 -1.077
H 0.042 -2.388 -2.890
H 0.383 -0.959 -1.980
H 2.269 -2.290 -3.247
H 2.268 -3.339 -1.865
H 1.828 0.380 -2.175
H 3.230 2.012 -0.953
H 5.121 1.266 0.416
H 5.644 -1.162 0.556
H 4.244 -2.798 -0.645
H -1.134 -3.633 1.370
H -1.292 -2.203 2.389
H -3.316 -2.720 1.366
H -3.885 -0.832 0.119
H -2.201 0.392 2.309
H -3.172 -0.981 2.735
H -5.038 0.528 1.364
H -5.379 1.001 3.810
H -2.969 2.396 1.978
H -4.073 2.507 3.327
H -5.627 3.413 1.921
H -4.323 3.764 0.989
H -1.916 -0.907 -1.239
H -0.536 -0.072 1.211
H 0.191 -0.019 -0.251
C -8.020 -0.610 1.705
C -9.491 -0.465 2.087
C -10.162 -0.434 0.720
O -9.352 -1.235 -0.144
C -8.109 -1.523 0.489
H -7.394 -1.020 2.496
H -7.612 0.363 1.416
H -9.819 -1.341 2.649
H -9.706 0.421 2.684
H -10.199 0.584 0.318
H -11.175 -0.835 0.735
H -8.106 -2.578 0.787
H -7.298 -1.364 -0.225
C 5.394 -0.150 -6.239
C 4.572 -1.256 -6.894
C 3.807 -1.814 -5.703
O 3.604 -0.721 -4.799
C 4.421 0.386 -5.201
H 5.732 0.616 -6.935
H 6.272 -0.577 -5.749
H 3.879 -0.829 -7.621
H 5.173 -2.010 -7.399
H 4.387 -2.588 -5.188
H 2.838 -2.233 -5.980
H 3.772 1.159 -5.627
H 4.919 0.798 -4.322
C 5.172 5.222 2.604
C 5.893 5.687 1.342
C 6.252 4.362 0.685
O 5.221 3.435 1.055
C 4.420 4.000 2.099
H 4.513 5.973 3.036
H 5.899 4.929 3.365
H 5.206 6.250 0.706
H 6.764 6.309 1.537
H 7.209 3.981 1.054
H 6.301 4.427 -0.402
H 3.447 4.278 1.678
H 4.261 3.248 2.873
```

Output
charge = +1
largest force on an atom = 1.45 eV/Å
LUMO = -2.473 eV
energy = -2032.2166 Ha

Entry 5:
The following is a DFT calculation (the ωB97M-V functional and the def2-TZVPD basis) of an isolated ion of composition C22H16F3O6S2 and charge -1.

```
49
C22H16F3O6S2 | the Open Molecules 2025 dataset | the ωB97M-V functional and the def2-TZVPD basis
C 0.124 3.573 -4.762
O 1.169 2.734 -4.222
C 0.963 2.193 -2.993
C -0.138 2.525 -2.173
C -0.404 1.750 -1.046
C 0.359 0.618 -0.760
C -0.045 -0.284 0.406
O 0.330 0.269 1.650
C 1.695 0.290 1.910
C 2.339 1.524 2.074
C 3.689 1.549 2.406
C 4.357 0.337 2.557
C 5.767 0.334 3.077
F 6.037 -0.776 3.830
F 6.043 1.421 3.856
F 6.683 0.336 2.052
C 3.758 -0.882 2.270
C 2.408 -0.917 1.957
C -1.512 -0.522 0.529
S -2.629 -0.347 -0.757
O -3.392 0.879 -0.618
O -2.010 -0.684 -2.019
C -3.715 -1.688 -0.284
C -4.771 -2.123 -1.083
C -5.559 -3.182 -0.635
C -5.299 -3.775 0.606
C -4.253 -3.312 1.409
C -3.466 -2.254 0.951
S -2.071 -1.537 1.859
O -1.098 -2.580 2.104
O -2.591 -0.727 2.937
C 1.521 0.372 -1.500
C 1.855 1.191 -2.568
H 0.461 3.794 -5.769
H -0.836 3.042 -4.787
H 0.025 4.500 -4.181
H -0.824 3.330 -2.444
H -1.215 2.055 -0.386
H 0.414 -1.291 0.276
H 1.774 2.448 1.940
H 4.196 2.496 2.561
H 4.331 -1.807 2.327
H 1.897 -1.870 1.791
H -4.952 -1.632 -2.036
H -6.369 -3.552 -1.264
H -5.909 -4.612 0.950
H -4.034 -3.760 2.376
H 2.141 -0.480 -1.221
H 2.756 1.032 -3.151
```

Output
charge = -1
largest force on an atom = 3.53 eV/Å
LUMO = 2.766 eV
energy = -2395.3694 Ha
SMILES = COc1ccc([C@@H](Oc2ccc(C(F)(F)F)cc2)C2=[S@@](=O)([O-])c3ccccc3S2(=O)=O)cc1

Entry 6:
The following is a DFT calculation (the ωB97M-V functional and the def2-TZVPD basis) of a 6-piece molecular cluster, C21H45BrClN2O5 overall.

```
75
C21H45BrClN2O5 | the Open Molecules 2025 dataset | the ωB97M-V functional and the def2-TZVPD basis
C -0.379 -3.411 2.201
C -1.305 -3.603 1.014
C -2.903 -3.361 1.299
C -3.965 -4.556 1.593
Cl -3.525 -6.350 1.652
C -5.426 -3.921 1.813
N -5.688 -2.480 1.788
N -4.882 -1.420 1.559
C -3.535 -1.907 1.303
Br -2.220 -0.405 0.866
H 0.213 -2.412 2.401
H -0.346 -4.343 2.944
H -0.892 -3.910 -0.045
H -6.324 -4.669 2.004
H -6.697 -2.193 1.984
C -8.888 -5.399 -1.691
C -8.247 -5.798 -0.371
C -8.555 -7.245 -0.021
O -8.733 -4.948 0.665
H -9.978 -5.489 -1.641
H -8.668 -4.351 -1.924
H -8.523 -6.024 -2.512
H -7.163 -5.656 -0.430
H -9.634 -7.401 0.089
H -8.099 -7.515 0.937
H -8.181 -7.926 -0.791
H -9.695 -5.067 0.725
C 0.311 3.524 0.359
C 1.024 2.185 0.258
C 2.499 2.366 -0.065
O 0.411 1.399 -0.761
H 0.365 4.070 -0.590
H -0.752 3.379 0.579
H 0.750 4.147 1.145
H 0.918 1.640 1.202
H 2.631 2.870 -1.029
H 2.997 1.393 -0.146
H 3.003 2.953 0.709
H 0.501 1.876 -1.603
C 1.811 7.817 0.151
C 2.524 6.478 0.050
C 3.999 6.658 -0.272
O 1.911 5.692 -0.968
H 1.865 8.362 -0.798
H 0.748 7.671 0.371
H 2.250 8.439 0.937
H 2.418 5.932 0.994
H 4.131 7.162 -1.236
H 4.497 5.686 -0.354
H 4.503 7.246 0.501
H 2.001 6.169 -1.810
C 2.150 -5.572 -2.699
C 0.679 -5.231 -2.517
C -0.118 -5.520 -3.779
O 0.553 -3.851 -2.184
H 2.594 -4.972 -3.501
H 2.713 -5.347 -1.788
H 2.282 -6.631 -2.941
H 0.269 -5.809 -1.681
H 0.247 -4.919 -4.619
H -1.172 -5.259 -3.636
H -0.053 -6.578 -4.052
H 0.915 -3.330 -2.920
C 8.370 6.949 2.105
C 7.298 5.879 1.972
C 7.911 4.498 1.802
O 6.476 6.173 0.846
H 8.999 6.987 1.208
H 7.915 7.939 2.214
H 9.011 6.760 2.972
H 6.655 5.890 2.859
H 8.523 4.450 0.895
H 7.127 3.740 1.695
H 8.537 4.236 2.661
H 7.038 6.165 0.053
```

Output
charge = +1
largest force on an atom = 6.32 eV/Å
LUMO = -5.249 eV
energy = -4346.4265 Ha

Entry 7:
The following is a DFT calculation (the ωB97M-V functional and the def2-TZVPD basis) of a 16-piece molecular cluster, C32H96O32 overall.

```
160
C32H96O32 | the Open Molecules 2025 dataset | the ωB97M-V functional and the def2-TZVPD basis
C -0.154 -3.484 -6.528
C -0.808 -4.197 -5.315
O -2.168 -4.027 -5.469
O -0.125 -2.114 -6.501
H -0.310 -3.952 -7.501
H 0.898 -3.746 -6.407
H -0.455 -3.828 -4.352
H -0.507 -5.242 -5.250
H -2.502 -3.724 -4.621
H 0.493 -1.823 -7.175
C -2.450 3.009 3.990
C -3.759 2.300 3.536
O -3.714 2.267 2.133
O -1.284 2.267 3.576
H -2.391 3.104 5.074
H -2.439 4.003 3.542
H -4.593 2.839 3.985
H -3.859 1.244 3.789
H -2.845 1.902 1.950
H -1.306 1.432 4.048
C 1.570 -3.792 -1.537
C 2.249 -5.084 -0.986
O 1.403 -6.207 -1.022
O 2.418 -2.712 -1.518
H 0.651 -3.613 -0.979
H 1.295 -3.990 -2.573
H 2.700 -4.764 -0.046
H 3.077 -5.222 -1.681
H 1.852 -6.929 -0.577
H 1.888 -1.939 -1.309
C -3.010 -3.389 -1.639
C -3.110 -2.026 -0.930
O -2.020 -1.206 -1.331
O -3.311 -3.412 -3.017
H -3.664 -4.039 -1.057
H -2.022 -3.838 -1.539
H -3.064 -2.103 0.157
H -4.035 -1.491 -1.142
H -1.999 -1.174 -2.291
H -4.192 -3.057 -3.160
C -2.255 4.424 -0.265
C -1.285 3.211 -0.164
O -0.418 3.273 -1.304
O -1.560 5.558 0.246
H -3.192 4.345 0.286
H -2.565 4.637 -1.288
H -1.885 2.311 -0.029
H -0.681 3.283 0.741
H 0.166 4.024 -1.181
H -1.816 6.403 -0.129
C 3.486 -1.119 2.626
C 3.149 -2.566 2.229
O 3.309 -3.573 3.252
O 2.354 -0.593 3.263
H 3.861 -0.533 1.787
H 4.281 -1.169 3.370
H 3.792 -2.866 1.401
H 2.133 -2.682 1.855
H 4.172 -3.517 3.668
H 2.677 0.282 3.488
C 0.809 0.030 0.374
C -0.367 -0.225 1.435
O -1.679 0.190 0.992
O 0.590 -0.779 -0.810
H 1.828 -0.083 0.746
H 0.788 1.081 0.086
H -0.151 0.139 2.439
H -0.577 -1.283 1.590
H -1.778 -0.037 0.065
H -0.333 -0.840 -1.068
C 1.100 0.714 -4.181
C -0.371 0.523 -3.797
O -0.737 -0.870 -3.815
O 1.269 0.980 -5.614
H 1.661 -0.217 -4.098
H 1.470 1.457 -3.474
H -1.106 1.093 -4.366
H -0.505 0.912 -2.787
H -0.443 -1.106 -4.698
H 2.211 1.000 -5.795
C 1.727 6.239 -1.390
C 1.791 6.511 0.073
O 1.173 5.487 0.865
O 0.422 6.012 -1.878
H 2.381 5.373 -1.489
H 2.174 7.052 -1.962
H 1.261 7.425 0.343
H 2.801 6.714 0.427
H 0.219 5.594 0.843
H 0.065 6.836 -2.218
C 4.402 2.638 -0.528
C 5.331 1.699 0.352
O 6.666 1.882 -0.022
O 4.731 2.412 -1.869
H 4.739 3.640 -0.264
H 3.352 2.625 -0.233
H 5.051 0.646 0.304
H 5.122 1.903 1.403
H 6.812 1.764 -0.963
H 4.432 3.196 -2.336
C -6.573 -0.440 1.568
C -5.453 -1.318 2.349
O -5.998 -2.413 3.028
O -7.145 -1.216 0.452
H -6.068 0.437 1.163
H -7.277 -0.107 2.329
H -4.854 -0.647 2.964
H -4.796 -1.813 1.634
H -6.039 -2.260 3.975
H -7.373 -2.117 0.694
C 4.375 -0.729 -3.760
C 5.632 -1.333 -3.088
O 5.366 -2.352 -2.068
O 3.687 -0.123 -2.744
H 3.707 -1.421 -4.271
H 4.697 -0.047 -4.546
H 6.191 -0.546 -2.583
H 6.330 -1.684 -3.848
H 4.409 -2.383 -2.000
H 4.187 0.645 -2.460
C -4.689 2.475 -1.958
C -3.942 1.595 -3.034
O -3.873 2.178 -4.321
O -6.067 2.451 -2.297
H -4.620 3.554 -2.093
H -4.376 2.232 -0.943
H -4.184 0.533 -2.986
H -2.878 1.579 -2.794
H -3.303 2.943 -4.212
H -6.230 2.473 -3.242
C -0.160 -4.443 2.480
C -1.377 -5.169 1.929
O -1.119 -5.434 0.561
O 0.961 -5.303 2.553
H -0.337 -4.091 3.497
H 0.028 -3.554 1.878
H -2.254 -4.522 1.964
H -1.472 -6.115 2.462
H -0.233 -5.794 0.477
H 1.762 -4.816 2.761
C 2.279 3.647 3.217
C 2.765 2.579 4.231
O 3.849 1.847 3.635
O 3.199 4.611 2.812
H 1.389 4.108 3.644
H 1.809 3.138 2.376
H 1.981 1.929 4.619
H 3.128 3.185 5.062
H 4.405 2.390 3.071
H 2.810 5.150 2.119
C -0.473 -1.664 6.427
C -0.343 -0.753 5.123
O -1.336 0.201 5.347
O -1.490 -2.602 6.307
H -0.402 -1.065 7.335
H 0.503 -2.149 6.416
H -0.660 -1.244 4.203
H 0.676 -0.368 5.116
H -2.053 -0.185 5.855
H -1.133 -3.371 6.758
```

Output
charge = 0
largest force on an atom = 4.34 eV/Å
LUMO = -0.080 eV
energy = -3684.1251 Ha
energy above the lowest of the compared OMol25 structures with the same formula, charge and spin = 118.00 kcal per mole

Entry 8:
The following is a DFT calculation (the ωB97M-V functional and the def2-TZVPD basis) of C2H6B2 in the gas phase.

```
10
C2H6B2 | the Open Molecules 2025 dataset | the ωB97M-V functional and the def2-TZVPD basis
B -0.631 0.197 0.212
B 2.147 -0.130 -0.082
C -2.194 0.180 -0.063
C 0.990 0.761 0.182
H -2.871 -0.170 0.698
H -0.427 -0.749 0.897
H 2.193 -1.261 0.230
H 3.041 0.331 -0.692
H -2.636 0.381 -1.030
H 1.067 1.823 0.373
```

Output
charge = 0
largest force on an atom = 4.15 eV/Å
LUMO (spin up / spin down) = -1.367 / -1.183 eV
energy = -129.3165 Ha
energy above the lowest of the compared OMol25 structures with the same formula, charge and spin = 47.09 kcal per mole